No. 1
75
Properties=species:S:1:pos:R:3:forces:R:3 method="wB97M-V/def2-TZVPD" e_lumo_ev="-0.204 / -0.895" e_homo_ev="-8.0 / -8.2" charge=0 multiplicity=5 gap_ev="7.83 / 7.30"
Pt 1.678673 -2.948369 -3.889470 0.606 -0.994 -1.687
Pt 3.156836 0.570130 -1.296322 1.015 0.028 0.710
Rb 0.113979 0.424818 -4.254340 -0.175 -0.428 -0.024
Rb -1.785424 -3.063444 -1.534781 -0.386 -0.130 -0.754
S 3.804447 -0.303907 -3.881155 3.099 -1.056 1.187
O 2.802363 0.617957 -3.361986 -3.919 2.552 -1.411
O 4.628690 0.237074 -4.912402 -0.257 -0.053 -0.525
O 4.540568 -0.438619 -2.565892 1.797 -1.464 -0.689
O 3.159506 -1.568135 -4.319455 0.802 -0.085 -0.288
S -0.805926 -3.036097 -5.102723 -6.571 0.751 -1.105
O 0.393975 -2.321475 -5.522163 2.575 1.973 -2.293
O -0.175337 -3.965601 -4.138003 0.307 -2.848 1.715
O -1.694340 -2.106748 -4.409450 0.458 1.947 2.869
O -1.774880 -3.518810 -6.092026 3.079 -1.732 -0.511
S 1.172646 -1.314582 -1.071028 1.102 -1.447 0.850
O 2.581560 -1.475157 -0.699328 1.258 -2.140 0.182
O 0.259878 -2.068295 -0.260141 -0.403 -0.287 1.262
O 1.034575 0.111542 -0.945123 -3.326 3.179 0.117
O 0.946017 -1.725629 -2.466917 -1.416 1.307 -0.005
C 0.528726 3.495970 3.972314 1.408 -0.614 0.931
C 1.196269 2.126036 3.912141 0.943 0.001 -0.283
O 1.871794 2.024911 2.597733 -0.723 1.457 0.738
C 2.392232 0.956870 2.113304 -0.617 -3.513 -1.334
O 2.950556 0.866571 1.039759 0.482 0.813 1.206
O 2.030793 -0.144979 2.829851 0.195 0.630 1.471
C 2.395684 -1.462143 2.434573 0.250 -0.216 -2.046
H -0.524291 3.460802 3.713967 0.072 0.299 -0.027
H 1.136942 4.234078 3.451390 -0.349 -0.083 -0.530
H 0.735580 3.773238 5.008900 -0.934 0.238 0.170
H 0.516311 1.317166 4.173383 -0.086 -0.161 -0.791
H 2.023229 2.011789 4.612262 -0.070 0.360 0.186
H 2.979971 -1.372771 1.517458 0.032 -0.214 0.088
H 1.489941 -1.988079 2.132691 -0.116 0.080 0.073
H 2.952064 -2.099147 3.120686 -0.042 0.803 0.726
C 1.786171 5.142799 -4.086979 0.000 -0.114 0.263
C 1.955917 3.652963 -3.730414 1.359 0.881 -0.487
O 0.913592 3.323224 -2.798599 -0.496 -0.466 -2.032
C 1.233545 3.027347 -1.581045 0.121 1.343 2.024
O 2.300840 2.594900 -1.189930 -0.754 1.208 0.323
O 0.219334 3.500975 -0.825154 -0.122 -0.342 -0.300
C 0.346309 3.604368 0.591599 1.330 -0.495 0.112
H 0.743070 5.444408 -4.177831 -0.067 -0.185 0.190
H 2.263616 5.502263 -4.998043 0.254 -0.573 -0.087
H 2.260070 5.688451 -3.270318 -0.304 0.288 0.005
H 2.926874 3.547299 -3.247289 -0.121 -0.171 0.221
H 2.048338 2.960724 -4.566108 -0.789 -0.066 -0.017
H 1.331300 4.021390 0.807106 0.012 -0.031 0.119
H 0.320393 2.617925 1.046077 -0.266 0.042 -0.032
H -0.396349 4.272542 1.018433 -0.320 -0.115 -0.535
C -6.810698 1.760377 1.712928 -0.189 0.258 0.563
C -5.717369 1.164193 0.904810 -0.919 0.420 -0.883
O -4.654891 0.794208 1.775023 -1.118 0.603 0.564
C -3.648716 0.207242 1.214563 1.651 -1.683 -1.009
O -3.607103 -0.280174 0.099862 0.137 0.437 0.643
O -2.667279 0.166520 2.123536 0.713 0.170 1.023
C -1.421238 -0.438939 1.802566 0.479 -1.282 -2.090
H -7.576375 2.209375 1.080803 0.202 0.096 -0.179
H -6.315124 2.539401 2.294901 -0.669 -0.027 0.536
H -7.328336 0.987367 2.281625 0.214 0.272 0.500
H -5.361717 1.967908 0.257361 0.244 -0.494 -0.438
H -6.163904 0.331145 0.362867 0.818 -0.199 -0.302
H -0.710404 -0.707466 2.583194 -0.757 0.874 0.957
H -0.855864 0.104525 1.042823 -0.182 0.431 0.111
H -1.550979 -1.410460 1.317579 -0.485 0.046 -0.061
C -0.549624 -4.233408 2.759355 0.600 -2.032 0.597
C 0.122794 -5.632632 3.171381 0.962 2.173 0.047
O -0.034222 -6.510976 2.060344 -1.176 -0.302 -0.633
S -0.818039 -5.786884 0.806326 0.759 -0.819 2.603
O -2.226688 -5.989477 0.978777 0.588 0.799 -0.112
O -0.218999 -6.199008 -0.417805 0.058 1.127 0.727
O -0.337778 -4.312305 1.368331 -1.115 -0.246 -2.610
H -0.001770 -3.368315 3.121336 0.122 -0.139 0.030
H -1.604613 -4.141133 3.017702 -0.045 -0.158 -0.097
H -0.106874 -5.981289 4.176277 -0.848 -0.629 -0.452
H 1.199186 -5.448366 3.204295 0.029 0.147 0.019

=====

No. 2
80
Properties=species:S:1:pos:R:3:forces:R:3 method="wB97M-V/def2-TZVPD" e_lumo_ev="-6.559 / -10.452" e_homo_ev="-12.6 / -12.4" charge=+2 multiplicity=2 gap_ev="6.00 / 1.96"
Ru 1.161344 -0.102533 1.008684 -1.627 -0.951 -0.704
N 2.488291 1.470906 1.577606 0.366 0.335 -0.045
C 3.302484 1.800786 0.390768 -0.074 -0.044 0.183
C 3.718793 0.530841 -0.298047 -0.107 0.063 0.176
O 4.722798 0.351998 -0.901032 0.089 0.032 -0.224
N 2.715278 -0.545294 -0.129367 -0.287 0.274 0.650
C 3.211909 -1.729415 -0.183049 0.222 -0.183 -2.217
C 3.143228 -2.173426 2.067373 -0.646 -0.326 2.533
O 3.917920 -3.010671 2.196909 0.400 -0.136 -0.827
O 2.300103 -1.382080 2.344640 0.269 0.250 -0.799
H 2.000197 2.302087 1.896950 0.113 -0.008 -0.016
H 3.083791 1.159671 2.342805 0.014 0.135 0.009
H 4.187074 2.400469 0.601406 0.030 -0.028 0.018
H 2.667674 2.344689 -0.309074 0.041 0.035 0.004
H 4.243825 -1.850289 -0.509208 0.059 -0.034 0.285
H 2.545586 -2.583641 -0.253733 0.043 0.007 0.539
C 1.063984 3.807024 -1.952370 0.023 0.097 -0.048
Si 0.149032 3.824049 -0.324117 -0.236 -0.328 0.139
C 1.212216 4.406817 1.115060 0.010 0.104 -0.027
C -1.276143 5.013327 -0.417496 0.092 0.146 -0.018
As -0.593046 1.543068 0.014953 0.584 -0.223 -0.110
Si -1.702902 1.556777 2.127262 -0.006 -0.056 -0.178
C -3.016001 0.256273 2.337359 -0.074 -0.006 0.012
C -0.274937 1.143019 3.285115 -0.001 0.000 -0.030
C -2.446672 3.220467 2.495509 0.057 0.016 0.146
Si -2.049347 1.129179 -1.879930 0.268 0.463 0.685
C -3.419070 0.009951 -1.304989 0.009 -0.205 -0.259
C -0.932077 0.463161 -3.209533 -0.032 -0.213 -0.151
C -2.813783 2.721410 -2.459439 -0.095 -0.123 -0.180
H 1.615231 4.743872 -2.070356 0.003 -0.010 -0.040
H 0.340008 3.754833 -2.768673 0.006 0.013 -0.017
H 1.765448 2.984518 -2.096214 -0.006 -0.008 0.042
H 1.148494 5.498713 1.108714 0.017 0.008 0.013
H 2.275329 4.175023 1.041774 -0.020 -0.017 0.004
H 0.831646 4.096556 2.092240 -0.005 -0.023 -0.024
H -0.822984 5.994699 -0.595667 -0.059 0.028 -0.005
H -1.843583 5.086768 0.508648 0.028 -0.028 0.015
H -1.962501 4.820591 -1.235249 -0.016 0.019 0.015
H -2.635797 -0.761699 2.407395 0.056 0.023 -0.052
H -3.776414 0.290130 1.558354 -0.016 -0.008 0.014
H -3.514652 0.479032 3.285805 -0.020 -0.010 -0.008
H 0.253087 0.193781 3.054704 -0.073 -0.004 -0.040
H -0.676229 0.983533 4.290544 0.016 -0.059 -0.002
H 0.460092 1.944197 3.364266 -0.003 -0.005 0.018
H -3.101363 3.555924 1.690250 -0.017 -0.024 0.004
H -1.701671 3.995586 2.682064 -0.001 0.009 -0.049
H -3.056728 3.127076 3.397938 0.002 0.046 0.007
H -3.091534 -0.879840 -0.770287 0.031 0.022 0.107
H -3.975173 -0.314110 -2.189769 -0.092 -0.017 0.012
H -4.114262 0.560394 -0.669205 0.033 -0.013 -0.012
H -0.140764 -0.174704 -2.823136 0.035 0.093 0.069
H -0.473166 1.286737 -3.760535 -0.004 -0.011 0.026
H -1.519199 -0.125491 -3.919606 -0.005 0.033 -0.102
H -3.441277 3.202094 -1.708833 0.034 -0.020 0.018
H -3.461019 2.462847 -3.304178 -0.030 0.038 -0.010
H -2.080406 3.435502 -2.831598 -0.007 -0.005 0.001
Ge -0.402335 -2.327231 0.268228 1.973 3.688 2.143
C 0.513454 -3.709143 1.239035 -0.395 -0.890 -0.492
C 1.246603 -4.673396 0.536954 -0.183 -0.134 0.304
C 1.850379 -5.719472 1.218940 0.183 -0.008 0.058
C 1.735796 -5.803385 2.600664 0.083 -0.157 -0.117
C 1.006177 -4.853162 3.305840 0.057 0.218 -0.049
C 0.401933 -3.804981 2.629723 -0.037 -0.079 -0.062
C -0.541621 -2.637788 -1.623938 1.815 -0.205 0.201
C 0.544999 -2.602429 -2.498637 -0.134 0.155 0.554
C 0.395827 -2.983892 -3.822489 1.441 0.565 0.694
C -0.843042 -3.406106 -4.287062 -2.264 -0.644 -0.268
C -1.929802 -3.446922 -3.426778 -0.140 0.027 -0.943
C -1.783040 -3.058792 -2.100958 -1.388 -0.853 -1.201
H -1.720727 -1.921780 0.931748 -0.433 -0.604 -0.378
H 1.298924 -4.638861 -0.546828 0.034 -0.048 -0.011
H 2.399671 -6.475011 0.673223 0.035 -0.009 0.023
H 2.208729 -6.619507 3.130367 -0.029 -0.017 -0.011
H 0.906831 -4.934090 4.380093 0.017 0.012 0.007
H -0.165919 -3.066212 3.185293 -0.052 -0.024 -0.021
H 1.515215 -2.253516 -2.167024 -0.110 -0.027 0.063
H 1.244638 -2.952051 -4.492727 0.018 -0.002 -0.044
H -0.958959 -3.706431 -5.319751 -0.009 -0.052 -0.005
H -2.893645 -3.786041 -3.782520 0.034 0.004 -0.050
H -2.642209 -3.115003 -1.441819 0.087 -0.080 0.054

=====

No. 3
10
Properties=species:S:1:pos:R:3:forces:R:3 method="wB97M-V/def2-TZVPD" e_lumo_ev="1.039 / -1.493" e_homo_ev="-6.9 / -10.6" charge=0 multiplicity=3 gap_ev="7.92 / 9.08"
C -1.012681 0.426729 0.614744 1.730 -1.879 -1.906
C -0.777673 -0.842189 0.755803 -2.073 1.198 1.526
C 0.126315 0.766784 -0.372658 -0.713 -1.124 -2.119
C 0.950348 -0.565125 -0.583995 1.782 2.321 -1.387
F 0.875868 1.733305 0.150656 1.267 1.340 0.276
Cl 2.517605 -0.657772 0.111134 -0.700 0.001 -0.169
H -1.916197 0.906924 0.904532 -0.256 0.919 0.048
H -1.291257 -1.567337 1.241746 -1.278 -2.577 1.546
H -0.237581 1.081147 -1.443198 0.420 -0.416 1.894
H 0.765255 -1.282470 -1.378764 -0.180 0.217 0.291

=====

No. 4
13
Properties=species:S:1:pos:R:3:forces:R:3 method="wB97M-V/def2-TZVPD" e_lumo_ev=1.199 e_homo_ev=-8.6 charge=0 multiplicity=1 gap_ev=9.83
C -1.076672 0.906788 0.246772 0.073 0.171 0.222
C -1.054760 -0.515843 -0.206600 0.193 -0.034 0.314
C -0.258209 0.527146 -0.950167 -0.156 0.252 -0.298
N 1.009500 -0.179939 -0.720927 0.428 0.439 -0.724
C 1.545470 -0.162650 0.615270 -0.749 -0.432 0.360
C 0.369208 -1.157060 0.123214 0.766 -0.076 0.369
H -0.643785 1.156388 1.208034 0.008 0.158 -0.124
H -1.961326 1.483293 -0.015016 0.132 -0.160 0.058
H -1.954348 -1.024018 -0.575193 0.649 -0.100 0.440
H -0.369248 0.992057 -1.923539 -0.298 -0.110 0.160
H 1.227392 0.387050 1.493279 -0.265 0.920 -0.576
H 2.660056 -0.176925 0.545321 -1.016 -1.277 0.482
H 0.506722 -2.236289 0.159554 0.235 0.248 -0.683

=====

No. 5
13
Properties=species:S:1:pos:R:3:forces:R:3 method="wB97M-V/def2-TZVPD" e_lumo_ev="4.823 / 4.734" e_homo_ev="1.7 / -2.9" charge=-1 multiplicity=2 gap_ev="3.13 / 7.61"
C -0.240590 -1.069706 -0.067509 -0.236 -1.765 1.410
C -0.150524 0.031791 -0.799015 0.300 3.507 -2.091
N -1.217550 0.971802 -0.810419 -1.897 0.163 -1.509
N 0.823810 -1.986654 0.048902 -0.449 -1.451 1.329
H -1.213029 -1.368998 0.312267 -0.114 -0.323 -0.027
H 0.677688 0.431843 -1.396197 0.167 -0.754 0.384
H -1.617994 1.202019 0.081652 0.278 0.194 1.273
H -2.098493 0.578471 -1.228732 0.738 0.055 -0.200
H 1.607260 -1.886724 -0.554411 0.422 0.441 -0.417
H 1.092798 -2.058577 1.025518 0.515 -0.042 -0.383
H 1.264778 2.176224 0.860688 3.853 4.501 -6.322
H 0.189250 1.259089 1.063668 -1.542 -1.548 -1.254
O 0.882594 1.719417 1.463587 -2.035 -2.978 7.806